{"formula": "C17H40BIN5O7", "method": "wB97M-V/def2-TZVPD", "species": ["I", "B", "O", "C", "C", "O", "H", "H", "H", "H", "H", "C", "O", "N", "C", "C", "H", "H", "H", "H", "H", "H", "H", "C", "O", "N", "C", "C", "H", "H", "H", "H", "H", "H", "H", "C", "O", "N", "C", "C", "H", "H", "H", "H", "H", "H", "H", "C", "O", "N", "C", "C", "H", "H", "H", "H", "H", "H", "H", "C", "O", "N", "C", "C", "H", "H", "H", "H", "H", "H", "H"], "xyz": [[-4.289, -0.740, 0.273], [-2.038, -0.394, 0.402], [-1.802, -0.472, 1.861], [-1.451, 0.876, 2.188], [-1.978, 1.828, 1.059], [-1.912, 0.986, -0.095], [-1.363, -1.065, -0.308], [-0.352, 0.871, 2.082], [-1.839, 1.200, 3.162], [-1.271, 2.634, 0.798], [-2.976, 2.262, 1.214], [1.203, -2.009, -1.578], [0.016, -2.154, -1.748], [1.836, -2.286, -0.418], [3.254, -2.067, -0.232], [1.049, -2.808, 0.686], [1.871, -1.609, -2.360], [3.744, -3.010, 0.030], [3.397, -1.350, 0.576], [3.710, -1.672, -1.137], [0.579, -3.749, 0.390], [0.259, -2.099, 0.946], [1.689, -2.977, 1.551], [0.466, 3.886, -3.322], [1.140, 3.699, -2.328], [-0.756, 3.363, -3.546], [-1.489, 3.641, -4.763], [-1.361, 2.493, -2.541], [0.818, 4.524, -4.151], [-2.437, 4.123, -4.516], [-1.689, 2.705, -5.290], [-0.915, 4.300, -5.414], [-1.463, 3.035, -1.602], [-0.722, 1.629, -2.369], [-2.340, 2.159, -2.874], [-4.563, -2.287, -3.685], [-5.052, -1.240, -4.051], [-5.268, -3.399, -3.370], [-4.620, -4.618, -2.940], [-6.713, -3.357, -3.464], [-3.476, -2.419, -3.576], [-4.868, -5.430, -3.631], [-4.965, -4.880, -1.937], [-3.540, -4.488, -2.918], [-7.008, -3.118, -4.488], [-7.099, -2.578, -2.804], [-7.134, -4.318, -3.178], [4.933, 1.140, 0.100], [5.448, 0.040, 0.136], [4.603, 1.880, 1.179], [3.986, 3.186, 1.051], [4.858, 1.344, 2.503], [4.667, 1.627, -0.851], [4.622, 3.937, 1.526], [3.010, 3.179, 1.539], [3.853, 3.445, 0.002], [5.924, 1.146, 2.627], [4.319, 0.405, 2.620], [4.528, 2.048, 3.261], [2.477, 0.925, 5.475], [3.686, 0.828, 5.557], [1.662, 0.027, 4.881], [0.223, 0.217, 4.816], [2.241, -1.166, 4.289], [1.932, 1.788, 5.891], [-0.278, -0.611, 5.321], [-0.097, 0.246, 3.772], [-0.061, 1.150, 5.299], [2.773, -1.734, 5.055], [2.954, -0.884, 3.514], [1.459, -1.783, 3.854]], "homo_lumo_gap_ev": 7.03, "e_tot_ev": -48841.40497, "total_charge": -1, "e_lumo_ev": 2.574, "multiplicity": 1}